The following is a DFT calculation (ωB97M-V/def2-TZVPD) of a 2-piece molecular cluster, C4O3 overall at a distorted geometry.

ORCA input file:
```
! wB97M-V def2-TZVPD RIJCOSX def2/J DEFGRID3
* xyz 0 1
C -1.3657 -0.9729 0.8225
C -0.1965 -1.3339 0.6639
C -0.5795 1.6936 -0.6764
C 1.0965 -1.4426 0.4299
O -1.3745 2.1060 0.0399
O 2.2442 -1.5417 0.2767
O 0.1754 1.4915 -1.5565
*
```

Properties
E: -378.033282 Eh
Lowest unoccupied orbital energy: -1.1 eV
Highest occupied orbital energy: -11.40 eV
ΔE to the lowest compared entry with this formula, charge and spin: 155.9 kJ/mol